Entry 1:
C32H27ClHfN6O2S | ωB97M-V/def2-TZVPD

Cartesian coordinates (Å):
Hf: -0.050 -0.411 0.264
N: -0.031 -2.603 -3.776
C: -0.354 -1.837 -2.690
S: -0.474 -2.514 -1.077
N: -0.574 -0.540 -2.884
N: -0.803 0.127 -1.720
C: -1.545 1.230 -1.828
C: -1.776 1.972 -3.088
C: -0.876 2.178 -4.124
C: -1.338 2.633 -5.365
C: -2.639 2.992 -5.515
C: -3.547 3.026 -4.418
C: -3.134 2.463 -3.257
C: -1.926 1.908 -0.594
C: -2.204 3.280 -0.464
C: -2.316 3.846 0.836
C: -2.274 2.982 1.953
C: -2.024 1.676 1.712
N: -1.784 1.110 0.522
H: 0.009 -3.584 -3.616
H: 0.029 -2.197 -4.660
H: 0.179 1.953 -4.022
H: -0.733 2.764 -6.261
H: -2.997 3.262 -6.521
H: -4.448 3.654 -4.409
H: -3.826 2.322 -2.393
H: -2.256 3.945 -1.329
H: -2.558 4.915 0.975
H: -2.546 3.246 2.955
H: -2.170 0.966 2.518
Cl: 6.275 1.234 3.924
C: 4.670 1.134 3.357
C: 3.956 2.351 3.154
C: 2.683 2.298 2.543
C: 2.084 1.020 2.183
O: 0.912 0.948 1.584
C: 2.792 -0.161 2.570
C: 2.182 -1.460 2.366
N: 0.934 -1.615 1.995
C: 0.259 -2.799 2.169
C: 0.841 -4.023 2.541
C: -0.014 -5.065 3.039
C: -1.389 -4.927 3.012
C: -1.999 -3.747 2.564
C: -3.366 -3.694 2.442
C: -3.960 -2.512 1.894
C: -3.150 -1.483 1.498
N: -1.784 -1.502 1.734
C: -1.170 -2.639 2.115
C: 4.104 -0.082 3.062
H: 4.339 3.252 3.634
H: 2.150 3.198 2.215
H: 2.785 -2.301 2.764
H: 1.932 -4.090 2.633
H: 0.454 -6.001 3.268
H: -1.962 -5.770 3.421
H: -3.953 -4.613 2.659
H: -5.024 -2.464 1.642
H: -3.489 -0.478 1.127
H: 4.638 -0.937 3.417
C: 2.848 1.297 -1.992
C: 2.972 0.029 -1.145
C: 4.213 -0.712 -1.011
O: 1.867 -0.419 -0.603
H: 3.835 1.472 -2.491
H: 2.627 2.081 -1.301
H: 2.080 1.297 -2.781
H: 4.124 -1.790 -1.223
H: 4.694 -0.788 -0.008
H: 5.000 -0.301 -1.694

The LUMO energy comes out at -6.82 eV. As for the charge: +2. As for the HOMO energy: -0.4783 Eh.

***

Entry 2:
C32H27F4N4PbS2Te | ωB97M-V/def2-TZVPD

Cartesian coordinates (Å):
Pb: -0.661 -0.462 -2.021
C: 3.059 2.555 0.599
C: 1.712 2.402 -0.004
N: 1.086 3.333 -0.634
C: 1.695 4.638 -0.945
C: 2.252 4.665 -2.361
C: -0.206 3.050 -1.292
C: -1.243 2.277 -0.468
N: -0.841 0.902 -0.174
C: -1.311 0.390 1.025
C: -0.466 -0.355 1.855
F: 0.834 -0.481 1.517
C: -0.920 -0.971 3.004
F: -0.059 -1.697 3.728
C: -2.232 -0.847 3.416
C: -3.077 -0.086 2.634
F: -4.365 0.044 2.973
C: -2.632 0.514 1.471
F: -3.517 1.183 0.708
H: 3.463 1.574 0.832
H: 2.974 3.107 1.541
H: 3.754 3.087 -0.045
H: 1.148 1.483 0.131
H: 2.849 -0.048 -0.908
H: 2.473 4.837 -0.214
H: 0.918 5.390 -0.810
H: 3.011 3.893 -2.495
H: 2.702 5.638 -2.552
H: 1.471 4.501 -3.102
H: 0.042 2.508 -2.212
H: -0.638 4.012 -1.565
H: -2.178 2.358 -1.039
H: -1.421 2.820 0.467
H: -2.583 -1.322 4.321
S: -6.626 0.186 -0.522
C: -8.300 -0.124 -0.414
C: -8.558 -1.406 -0.039
C: -7.373 -2.157 0.160
C: -6.237 -1.431 -0.065
C: -4.849 -1.879 0.053
C: -3.846 -1.370 -0.797
N: -2.584 -1.721 -0.721
C: -2.206 -2.626 0.199
C: -3.119 -3.209 1.085
C: -2.654 -4.157 2.057
C: -1.351 -4.495 2.114
C: -0.395 -3.922 1.208
C: 0.965 -4.259 1.251
C: 1.842 -3.702 0.350
C: 1.323 -2.760 -0.558
N: 0.060 -2.388 -0.590
C: -0.814 -2.979 0.262
C: 3.264 -4.049 0.330
C: 3.838 -5.239 0.679
C: 5.249 -5.234 0.538
C: 5.719 -4.039 0.087
S: 4.463 -2.912 -0.166
C: -4.458 -2.804 0.997
H: -9.008 0.661 -0.626
H: -9.555 -1.802 0.083
H: -7.359 -3.203 0.432
H: -4.107 -0.639 -1.556
H: -3.372 -4.594 2.739
H: -0.995 -5.210 2.845
H: 1.321 -4.954 2.001
H: 1.987 -2.290 -1.274
H: 3.265 -6.099 0.995
H: 5.883 -6.081 0.753
H: 6.742 -3.762 -0.111
H: -5.183 -3.206 1.695
Te: 2.297 0.311 -2.440

The LUMO energy comes out at -3.04 eV. As for the charge: +1. As for the HOMO energy: -0.3693 Eh.

***

Entry 3:
C32H27F6N5O2PSc | ωB97M-V/def2-TZVPD

Cartesian coordinates (Å):
Sc: 0.405 -0.671 -0.027
C: 3.117 -1.331 3.393
O: 2.935 -2.623 2.696
C: 1.970 -2.442 1.847
N: 1.294 -1.342 1.899
C: 1.812 -0.588 3.087
C: 1.846 0.896 2.817
C: 2.963 1.570 2.341
C: 2.895 2.928 2.061
C: 1.712 3.626 2.254
C: 0.594 2.965 2.747
C: 0.663 1.608 3.028
C: 1.668 -3.428 0.791
C: 2.232 -4.679 0.622
C: 1.830 -5.426 -0.483
C: 0.908 -4.898 -1.383
C: 0.412 -3.632 -1.126
N: 0.770 -2.927 -0.057
C: -0.514 -2.857 -1.975
N: -0.875 -1.656 -1.639
C: -1.856 -1.212 -2.686
C: -1.703 -2.301 -3.766
O: -0.962 -3.372 -3.078
C: -1.614 0.182 -3.196
C: -2.668 1.089 -3.256
C: -2.462 2.363 -3.772
C: -1.197 2.740 -4.208
C: -0.141 1.838 -4.143
C: -0.354 0.558 -3.649
H: 4.010 -0.885 2.963
H: 3.270 -1.551 4.444
H: 1.101 -0.774 3.897
H: 3.902 1.057 2.184
H: 3.776 3.444 1.703
H: 1.675 4.689 2.058
H: -0.308 3.523 2.968
H: -0.184 1.109 3.494
H: 2.966 -5.050 1.324
H: 2.246 -6.410 -0.651
H: 0.592 -5.444 -2.262
H: -2.852 -1.263 -2.238
H: -1.085 -1.983 -4.603
H: -2.637 -2.724 -4.119
H: -3.662 0.794 -2.938
H: -3.293 3.051 -3.854
H: -1.038 3.726 -4.624
H: 0.839 2.124 -4.499
H: 0.471 -0.147 -3.634
N: -1.719 -1.339 1.222
C: -2.279 -0.222 1.787
C: -2.970 -0.233 3.013
C: -3.604 0.909 3.438
C: -3.541 2.098 2.677
C: -2.777 2.166 1.488
C: -2.592 3.350 0.744
C: -1.743 3.323 -0.337
C: -1.067 2.142 -0.652
N: -1.224 1.009 0.042
C: -2.097 1.016 1.065
H: -1.981 -1.499 0.246
H: -1.782 -2.189 1.773
H: -3.059 -1.158 3.571
H: -4.186 0.902 4.351
H: -4.064 2.979 3.028
H: -3.104 4.261 1.031
H: -1.568 4.203 -0.940
H: -0.364 2.116 -1.476
F: 1.923 -0.996 -1.572
P: 3.056 0.293 -1.330
F: 3.312 -0.426 0.079
F: 4.184 -0.460 -2.059
F: 1.516 0.958 -0.457
F: 3.811 1.569 -0.884
F: 2.447 0.966 -2.601

The LUMO energy (alpha / beta) comes out at -9.91 / -12.50 eV. As for the charge: +3. As for the spin multiplicity: 2. As for the HOMO energy (alpha / beta): -0.6236 / -0.6232 Eh.

***

Entry 4:
C32H27IrN8O7S2 | ωB97M-V/def2-TZVPD

Cartesian coordinates (Å):
Ir: -1.487 -0.804 -0.186
C: -1.817 1.030 -2.377
N: -2.679 0.084 -1.600
C: -3.717 0.847 -0.853
C: -3.055 1.577 0.306
N: -2.346 0.619 1.208
C: -1.292 1.345 1.960
C: -3.304 -0.029 2.117
C: -3.794 0.640 3.231
C: -4.678 0.004 4.086
C: -5.058 -1.309 3.829
C: -4.588 -1.966 2.708
C: -3.725 -1.320 1.820
S: -3.245 -2.100 0.329
C: -3.180 -0.909 -2.561
C: -4.385 -0.752 -3.219
C: -4.758 -1.678 -4.183
C: -3.911 -2.734 -4.486
C: -2.703 -2.881 -3.822
C: -2.323 -1.977 -2.835
S: -0.826 -2.174 -1.907
H: -2.457 1.666 -2.992
H: -1.163 0.440 -3.015
H: -1.203 1.631 -1.708
H: -4.454 0.131 -0.491
H: -4.209 1.570 -1.508
H: -3.815 2.126 0.867
H: -2.315 2.293 -0.051
H: -1.689 2.264 2.397
H: -0.481 1.592 1.277
H: -0.924 0.701 2.754
H: -3.481 1.654 3.445
H: -5.062 0.528 4.951
H: -5.716 -1.826 4.515
H: -4.874 -2.990 2.508
H: -5.038 0.080 -2.989
H: -5.709 -1.575 -4.689
H: -4.198 -3.458 -5.238
H: -2.054 -3.719 -4.040
O: 4.860 -0.418 4.960
N: 4.027 -1.304 4.943
O: 3.945 -2.196 5.765
C: 3.052 -1.292 3.854
C: 2.086 -2.275 3.799
C: 1.125 -2.234 2.807
C: 1.092 -1.215 1.812
O: 0.202 -0.987 0.941
C: 2.221 -0.323 1.855
C: 3.141 -0.313 2.878
N: 2.354 0.650 0.839
O: 2.154 0.067 -0.465
O: 3.123 1.616 0.948
N: 0.123 -3.300 2.845
O: 0.384 -4.292 3.499
O: -0.911 -3.131 2.233
H: 2.059 -3.065 4.533
H: 3.925 0.430 2.900
N: 9.071 0.418 -3.893
C: 8.034 0.692 -3.480
C: 6.739 1.038 -2.965
C: 6.552 2.247 -2.299
C: 5.309 2.582 -1.802
C: 4.229 1.714 -1.973
C: 4.421 0.492 -2.621
C: 5.667 0.161 -3.114
N: 2.959 2.068 -1.511
C: 2.551 3.263 -1.041
C: 1.236 3.120 -0.587
N: 0.779 1.889 -0.690
C: 1.844 1.126 -1.291
H: 7.388 2.919 -2.163
H: 5.190 3.504 -1.252
H: 3.607 -0.209 -2.728
H: 5.813 -0.783 -3.620
H: 3.170 4.142 -1.053
H: 0.632 3.920 -0.183
H: 1.558 0.659 -2.242

The LUMO energy comes out at -2.05 eV. As for the charge: 0. As for the HOMO energy: -0.2596 Eh.